[1]
18 unconnected molecules or ions with the total composition C10H52BClO21. Source: the Open Molecules 2025 dataset; level of theory: the ωB97M-V functional and the def2-TZVPD basis.

The value obtained for the gap between HOMO and LUMO is 0.3449 hartree. As for the energy above the lowest of the compared OMol25 structures with the same formula, charge and spin: 23.3 kcal per mole. As for the calculated total energy: -2477.283123 Ha. The net charge is 0. For the largest force on an atom, the calculation gives 0.0912 hartree/bohr. The value obtained for the HOMO energy is -9.33 eV.

Positions of all 85 atoms, in Å:
C  1.863  -4.464  2.216
C  1.254  -4.623  0.795
C  0.553  -3.288  0.442
O  1.138  -2.706  -0.765
B  0.915  -1.328  -0.678
C  -0.592  -0.783  -0.663
C  -1.012  -0.339  0.753
C  -2.510  0.026  0.863
C  -3.353  -1.215  1.261
O  -4.361  -1.395  0.234
C  -4.905  -2.633  0.220
O  -4.290  -3.601  0.066
C  2.207  -0.384  -0.646
C  2.499  0.214  0.705
O  2.343  -0.316  1.699
Cl  3.206  1.906  0.721
H  2.041  -5.426  2.723
H  1.185  -3.891  2.864
H  2.768  -3.848  2.136
H  2.002  -4.880  0.047
H  0.526  -5.439  0.868
H  0.771  -2.583  1.254
H  -0.527  -3.428  0.300
H  -1.213  -1.594  -1.065
H  -0.639  0.060  -1.372
H  -0.849  -1.133  1.490
H  -0.392  0.505  1.080
H  -2.908  0.496  -0.039
H  -2.590  0.713  1.711
H  -3.848  -1.051  2.224
H  -2.696  -2.085  1.358
H  -6.004  -2.652  0.329
H  3.128  -0.872  -0.976
H  2.036  0.444  -1.350
O  -1.817  -2.806  -3.203
H  -1.023  -3.120  -3.651
H  -2.250  -3.612  -2.899
O  0.967  4.542  -0.233
H  1.515  4.037  0.379
H  0.203  4.810  0.299
O  1.722  7.187  -1.058
H  1.523  7.143  -2.000
H  1.378  6.349  -0.711
O  -1.721  3.157  0.392
H  -2.440  2.943  -0.214
H  -2.134  3.710  1.066
O  1.341  -6.496  -1.748
H  0.586  -6.093  -2.189
H  1.322  -7.415  -2.037
O  -1.936  5.890  0.438
H  -2.511  5.955  -0.331
H  -1.609  6.791  0.560
O  2.339  5.948  -3.729
H  3.137  5.628  -4.166
H  1.913  5.146  -3.401
O  2.591  -7.586  3.835
H  2.876  -7.883  4.706
H  3.132  -8.102  3.219
O  6.346  1.279  2.164
H  5.492  1.298  1.714
H  6.887  1.907  1.672
O  4.552  -0.019  -2.382
H  5.353  -0.264  -2.859
H  4.714  0.889  -2.097
O  2.646  -9.562  2.021
H  2.577  -10.445  2.401
H  1.857  -9.478  1.474
O  -3.894  3.151  -1.951
H  -4.622  3.523  -2.460
H  -3.962  2.201  -2.103
O  -1.869  -0.491  3.934
H  -1.334  -1.023  4.536
H  -2.634  -0.235  4.465
O  -3.048  8.699  0.559
H  -3.626  8.772  -0.209
H  -2.707  9.592  0.681
O  -0.716  2.051  5.571
H  0.225  1.947  5.753
H  -0.882  1.451  4.833
O  -3.560  -0.891  -5.339
H  -4.488  -1.144  -5.311
H  -3.162  -1.365  -4.596
O  1.070  7.953  -5.915
H  1.621  7.448  -5.303
H  0.319  8.229  -5.380

Forces on atoms 1 to 6 (eV/Å):
0.02 -0.04 -0.26
-0.41 0.49 1.21
0.55 -0.66 -0.57
-0.05 0.69 0.66
-0.29 -0.73 -0.32
1.07 -0.29 0.14

***

[2]
C3H5O2P in the gas phase. Source: the Open Molecules 2025 dataset; level of theory: the ωB97M-V functional and the def2-TZVPD basis.

The value obtained for the gap between HOMO and LUMO is 0.3664 hartree. As for the energy above the lowest of the compared OMol25 structures with the same formula, charge and spin: 71.5 kcal per mole. As for the calculated total energy: -609.034568 Ha. The net charge is 0. For the largest force on an atom, the calculation gives 0.0788 hartree/bohr. The value obtained for the HOMO energy is -9.44 eV. Its SMILES is O=C(P)[C@@H]1CO1.

Positions of all 11 atoms, in Å:
O  -0.753  -1.646  -0.909
C  -0.772  -0.716  -0.199
P  -2.321  0.132  0.316
C  0.381  -0.047  0.471
C  1.661  0.051  -0.223
O  1.398  -0.943  0.712
H  -1.647  1.317  0.890
H  -2.519  0.727  -0.966
H  0.253  0.611  1.209
H  1.884  -0.383  -1.273
H  2.436  0.898  -0.028

Forces on atoms 1 to 6 (eV/Å):
0.53 -2.14 -1.58
-0.85 3.00 1.73
-0.65 1.26 0.16
0.63 -2.44 -3.17
2.76 0.51 -2.68
2.01 -0.92 1.14

***

[3]
A molecular structure, C7H16N3O3Rh. Source: the Open Molecules 2025 dataset; level of theory: the ωB97M-V functional and the def2-TZVPD basis.

The value obtained for the gap between HOMO and LUMO (alpha / beta) is 0.2437 / 0.2437 hartree. As for the energy above the lowest of the compared OMol25 structures with the same formula, charge and spin: 5.4 kcal per mole. As for the calculated total energy: -776.288398 Ha. The net charge is +2. For the largest force on an atom, the calculation gives 0.0266 hartree/bohr. The value obtained for the HOMO energy (alpha / beta) is -16.76 / -16.76 eV.

Positions of all 30 atoms, in Å:
Rh  0.118  -0.199  0.020
N  2.225  -0.259  -0.046
C  2.955  1.013  -0.370
C  2.370  2.199  0.374
C  1.041  2.606  -0.207
O  0.834  3.697  -0.636
O  0.050  1.682  -0.266
H  2.613  -0.645  0.813
H  2.480  -0.942  -0.761
H  2.912  1.159  -1.449
H  4.005  0.889  -0.107
H  3.054  3.042  0.341
H  2.209  1.939  1.429
N  -2.035  -0.057  -0.115
C  -2.847  -0.709  0.947
C  -2.445  -0.194  2.313
C  -1.084  -0.686  2.771
N  0.047  -0.022  2.048
H  -2.219  0.948  -0.134
H  -2.347  -0.397  -1.025
H  -2.686  -1.786  0.880
H  -3.902  -0.522  0.744
H  -3.184  -0.520  3.045
H  -2.479  0.901  2.327
H  -0.980  -1.760  2.610
H  -0.949  -0.491  3.837
H  0.922  -0.347  2.455
H  0.001  0.984  2.222
O  0.227  -3.219  -0.325
C  0.118  -2.117  -0.145

Forces on atoms 1 to 6 (eV/Å):
-0.65 0.94 -0.17
-0.04 -0.09 -0.06
0.23 0.21 0.03
-0.36 -0.61 0.24
0.23 1.09 -0.36
-0.12 -0.15 0.05

***

[4]
2 unconnected molecules or ions with the total composition C3H9NOS. Source: the Open Molecules 2025 dataset; level of theory: the ωB97M-V functional and the def2-TZVPD basis.

The value obtained for the gap between HOMO and LUMO (alpha / beta) is 0.2802 / 0.3194 hartree. As for the energy above the lowest of the compared OMol25 structures with the same formula, charge and spin: 145.2 kcal per mole. As for the calculated total energy: -647.666752 Ha. The net charge is 0. For the largest force on an atom, the calculation gives 0.1015 hartree/bohr. The value obtained for the HOMO energy (alpha / beta) is -7.64 / -8.13 eV.

Positions of all 15 atoms, in Å:
C  -2.091  -0.082  -0.665
C  2.431  -0.670  -0.465
C  -1.231  -0.125  0.540
N  0.655  0.816  -0.422
O  1.668  0.164  0.368
S  0.416  2.373  0.086
H  -1.826  -0.905  -1.473
H  -3.137  -0.132  -0.412
H  -2.160  0.891  -1.080
H  3.331  -0.226  -0.939
H  1.904  -1.159  -1.234
H  2.969  -1.339  0.189
H  -1.340  0.599  1.207
H  -0.570  -0.929  0.642
H  0.538  2.115  1.389

Forces on atoms 1 to 6 (eV/Å):
0.18 -2.25 -0.90
2.32 0.35 0.55
1.16 -1.44 -4.88
-0.69 -1.93 0.61
-0.64 1.02 -0.69
0.41 0.81 0.06

***

[5]
2 unconnected molecules or ions with the total composition C5H10O. Source: the Open Molecules 2025 dataset; level of theory: the ωB97M-V functional and the def2-TZVPD basis.

The value obtained for the gap between HOMO and LUMO is 0.3826 hartree. As for the energy above the lowest of the compared OMol25 structures with the same formula, charge and spin: 39.9 kcal per mole. As for the calculated total energy: -271.689033 Ha. The net charge is 0. For the largest force on an atom, the calculation gives 0.0303 hartree/bohr. The value obtained for the HOMO energy is -9.46 eV. Its SMILES is C=CC.CC=O.

Positions of all 16 atoms, in Å:
C  2.713  -1.028  1.908
C  2.038  -0.014  1.390
C  2.623  0.970  0.430
H  2.283  -1.769  2.565
H  3.749  -1.217  1.635
H  0.999  0.011  1.707
H  2.963  0.436  -0.456
H  3.526  1.393  0.870
H  1.919  1.716  0.093
C  -3.847  0.141  -1.669
C  -2.473  -0.305  -1.245
O  -2.341  -1.221  -0.467
H  -4.489  0.204  -0.826
H  -3.726  1.124  -2.124
H  -4.377  -0.640  -2.215
H  -1.558  0.198  -1.596

Forces on atoms 1 to 6 (eV/Å):
0.61 -0.26 -0.28
-0.42 -0.74 0.59
0.31 -0.54 -0.11
-0.24 0.11 0.10
0.03 0.12 0.05
-0.07 0.52 -0.30

***

[6]
C15H24BCl3O2Si in the gas phase. Source: the Open Molecules 2025 dataset; level of theory: the ωB97M-V functional and the def2-TZVPD basis.

The value obtained for the gap between HOMO and LUMO is 0.2495 hartree. As for the energy above the lowest of the compared OMol25 structures with the same formula, charge and spin: 0.7 kcal per mole. As for the calculated total energy: -2431.497357 Ha. The net charge is 0. For the largest force on an atom, the calculation gives 0.0450 hartree/bohr. The value obtained for the HOMO energy is -8.76 eV.

Positions of all 46 atoms, in Å:
C  -3.697  1.414  3.149
C  -2.807  1.296  1.880
C  -1.625  0.363  2.030
C  -1.378  -0.867  1.313
C  -0.987  -2.018  2.282
O  -0.928  0.627  3.116
Si  0.672  1.427  2.909
C  0.740  2.682  4.296
C  1.832  0.062  3.396
C  0.787  2.084  1.145
H  -4.388  2.263  3.042
H  -4.295  0.493  3.230
H  -3.088  1.564  4.062
H  -3.426  1.001  1.018
H  -2.363  2.285  1.664
H  -2.256  -1.016  0.627
H  -1.377  -3.001  1.960
H  0.122  -2.040  2.319
H  -1.322  -1.829  3.318
H  1.715  3.192  4.263
H  -0.008  3.480  4.264
H  0.657  2.202  5.287
H  2.867  0.317  3.175
H  1.750  -0.072  4.476
H  1.648  -0.903  2.934
H  1.835  2.268  0.876
H  0.372  1.471  0.322
H  0.284  3.061  1.067
Cl  -1.236  1.001  -3.184
B  -1.010  -0.645  -2.291
Cl  -2.645  -1.607  -2.314
Cl  0.228  -1.741  -3.272
O  -0.546  -0.374  -0.973
C  -0.343  -1.347  0.013
C  1.142  -1.525  0.303
C  1.649  -2.705  0.890
C  3.002  -2.804  1.134
C  3.883  -1.793  0.710
C  3.390  -0.711  -0.007
C  2.024  -0.565  -0.183
H  -0.871  -2.347  -0.247
H  1.013  -3.563  1.117
H  3.359  -3.683  1.655
H  4.931  -1.866  0.945
H  4.033  0.061  -0.425
H  1.654  0.275  -0.762

Forces on atoms 1 to 6 (eV/Å):
0.29 -0.29 0.01
0.07 -0.15 -0.71
0.28 0.20 1.68
-0.60 -1.57 -1.58
-0.07 0.18 1.14
0.32 0.60 -1.62